1.
{
  "formula": "C5H12O",
  "method": "ωB97M-V/def2-TZVPD",
  "symbols": ["H", "C", "H", "C", "H", "H", "H", "H", "H", "H", "C", "O", "C", "H", "H", "H", "H", "C"],
  "xyz": [[1.711, 0.352, -1.955], [0.611, 0.505, -0.053], [-0.904, 0.243, 1.472], [1.324, -0.293, -1.160], [1.162, 1.501, 1.817], [0.675, -1.036, -1.636], [2.178, -0.834, -0.735], [-1.632, -0.838, -1.286], [0.255, 1.459, -0.469], [2.524, 1.268, 0.701], [-1.836, -0.296, -0.349], [-2.838, -0.954, 0.409], [-0.598, -0.236, 0.532], [-3.638, -1.013, -0.126], [-2.152, 0.725, -0.625], [1.872, -0.107, 1.600], [-0.310, -1.265, 0.785], [1.598, 0.819, 1.078]],
  "gap_ev": 11.31,
  "e_lumo_ev": 0.994
}

2.
{
  "formula": "C6H12O",
  "method": "ωB97M-V/def2-TZVPD",
  "symbols": ["H", "H", "C", "H", "H", "H", "O", "H", "H", "H", "C", "H", "C", "H", "H", "C", "C", "C", "H"],
  "xyz": [[-0.565, 1.253, 1.683], [1.782, 0.793, 0.565], [-1.656, 1.090, -0.176], [-0.491, -1.183, 0.611], [2.490, -1.535, -0.024], [-2.124, 0.219, 0.289], [-1.682, -0.385, -2.157], [-0.801, 1.508, -2.159], [0.728, -1.016, 1.823], [1.156, -2.242, -0.868], [1.533, -1.966, 0.123], [-2.360, 1.921, -0.051], [0.568, -0.957, 0.730], [0.903, 0.348, -0.822], [-0.124, 2.451, 0.545], [-0.326, 1.382, 0.614], [-1.430, 0.772, -1.638], [0.795, 0.460, 0.252], [1.604, -2.911, 0.660]],
  "gap_ev": [3.52, 6.96],
  "charge": -1,
  "e_lumo_ev": [4.068, 4.026],
  "spin_multiplicity": 2
}

3.
{
  "formula": "C5H12N2",
  "method": "ωB97M-V/def2-TZVPD",
  "symbols": ["H", "N", "H", "N", "H", "H", "H", "H", "H", "H", "H", "C", "C", "C", "H", "C", "C", "H", "H"],
  "xyz": [[0.233, -0.724, 0.684], [-0.498, 0.317, 2.942], [1.289, 1.169, -1.648], [-0.649, -0.244, 0.523], [2.599, -0.691, -1.886], [-1.984, -0.867, 1.967], [-0.964, 1.764, -0.290], [-1.158, 0.400, 3.705], [-0.464, 1.085, -2.198], [-0.323, -1.522, -1.905], [2.010, -2.052, -2.879], [0.515, -0.838, -1.879], [-0.241, 0.958, -0.178], [1.751, -1.345, -2.097], [0.238, -0.344, 3.125], [-1.325, 0.007, 1.791], [0.355, 0.615, -1.652], [-1.975, 0.839, 1.539], [0.592, 1.473, 0.334]],
  "gap_ev": 9.82,
  "e_lumo_ev": 1.137
}

4.
{
  "formula": "C6H12O",
  "method": "ωB97M-V/def2-TZVPD",
  "symbols": ["C", "C", "H", "H", "H", "C", "O", "H", "H", "C", "H", "H", "H", "C", "H", "H", "C", "H", "H"],
  "xyz": [[-1.280, 0.476, 0.794], [-1.099, 2.987, 0.488], [0.827, -3.394, 0.016], [-1.578, -2.384, 1.132], [-1.901, 0.637, 1.664], [-0.586, -1.949, 1.077], [2.750, 0.414, -3.043], [2.953, -0.505, -2.816], [-1.975, 3.202, 1.089], [0.535, -2.948, 0.966], [-0.385, 1.293, -0.838], [-0.947, 3.600, -0.385], [0.517, -0.427, 0.185], [-0.431, -0.714, 0.629], [-0.228, 2.981, 1.129], [0.401, -3.762, 1.680], [-1.030, 1.533, 0.005], [3.451, 0.636, -3.673], [1.447, -2.431, 1.288]],
  "gap_ev": 8.89,
  "e_lumo_ev": 0.741
}

5.
{
  "formula": "C6H7N",
  "method": "ωB97M-V/def2-TZVPD",
  "symbols": ["H", "C", "C", "H", "H", "H", "C", "H", "H", "N", "C", "C", "C", "H"],
  "xyz": [[-0.420, 0.030, 2.219], [-0.404, -0.022, -1.172], [-0.005, 0.096, 1.216], [1.460, -0.404, -2.249], [-2.649, 0.304, 1.072], [2.007, 0.600, 1.806], [-0.865, -0.096, 0.139], [-2.802, -0.688, -0.306], [2.850, 0.371, -0.598], [-2.220, -0.345, 0.436], [1.362, 0.248, 1.010], [1.851, 0.139, -0.274], [0.970, -0.109, -1.331], [-1.134, -0.122, -1.967]],
  "gap_ev": 9.32,
  "e_lumo_ev": 1.143
}

6.
{
  "formula": "C35H37Cl3GaNO6SiTe",
  "method": "ωB97M-V/def2-TZVPD",
  "symbols": ["C", "H", "H", "C", "H", "C", "O", "C", "H", "H", "Si", "C", "C", "H", "H", "C", "Cl", "H", "H", "C", "H", "H", "C", "C", "C", "C", "H", "O", "H", "C", "H", "C", "H", "H", "H", "Cl", "O", "C", "H", "H", "H", "C", "H", "H", "C", "C", "C", "Cl", "C", "H", "C", "Te", "C", "H", "Ga", "H", "C", "O", "C", "N", "C", "H", "O", "C", "H", "C", "H", "H", "H", "C", "C", "C", "C", "H", "C", "C", "H", "H", "H", "H", "C", "C", "H", "H", "O"],
  "xyz": [[-3.193, -3.507, -0.178], [2.599, 0.838, 3.349], [-5.954, -2.353, -7.084], [-4.773, -2.261, -5.296], [2.529, -0.921, 3.146], [-5.825, 3.164, -1.971], [0.378, -1.174, 0.303], [2.716, -0.984, 0.723], [-3.972, -5.169, -2.305], [-7.043, -3.217, 0.103], [1.468, 2.748, -0.020], [-5.532, -4.320, -6.345], [-6.278, -5.024, -7.456], [-3.857, -0.328, -4.903], [0.463, -0.300, -6.155], [-5.320, -2.696, -1.060], [2.172, 3.301, 1.906], [-1.314, -4.143, 0.663], [-3.316, -4.636, 1.630], [-4.762, -0.744, -5.341], [-5.618, -0.329, -4.796], [-4.826, -0.387, -6.371], [-1.684, -3.635, -0.228], [1.469, -1.838, 0.528], [0.844, -1.168, -4.222], [0.519, 0.283, -2.298], [-7.341, -4.769, -7.442], [-1.528, 1.415, -0.228], [-5.888, -4.736, -8.436], [-4.164, 2.431, -0.387], [-2.448, -4.989, -3.161], [-4.882, -5.034, -5.347], [-3.535, -6.318, -3.577], [-3.717, 0.908, -3.370], [-5.704, 3.856, 0.061], [3.265, 2.505, -1.123], [0.390, -0.461, 4.269], [-4.133, -2.993, -4.284], [-5.619, -1.245, -2.647], [3.469, -1.570, 1.246], [-6.681, 3.782, -2.217], [-5.267, -4.016, 0.987], [-4.914, -6.121, -5.367], [-5.677, 2.308, -3.937], [0.147, 1.110, -4.557], [-3.882, -4.096, 0.873], [-3.496, -5.268, -3.284], [0.751, 4.600, -0.694], [0.169, 1.311, -3.181], [-0.559, -0.343, 4.411], [-6.191, -1.940, -2.042], [-2.844, -1.965, -2.773], [0.851, -0.958, -2.844], [-0.138, 1.920, -5.220], [0.217, 0.601, -0.367], [-5.866, -5.765, 2.104], [0.485, -0.135, -5.082], [-0.178, 0.670, 2.416], [-2.398, 0.770, -0.990], [-2.153, -0.430, -1.347], [2.142, 0.031, 2.778], [-1.192, -2.663, -0.299], [2.456, 0.234, 1.429], [-5.980, -4.678, 2.142], [-6.191, -6.107, -7.364], [-5.275, 3.207, -0.695], [3.102, -0.691, -0.255], [1.098, -2.144, -4.621], [1.098, -1.789, -2.190], [-4.164, 1.546, -2.621], [-3.613, 1.581, -1.345], [-3.930, -2.814, -1.162], [-5.263, 2.337, -2.936], [-7.047, -4.451, 2.128], [0.658, 0.114, 3.078], [-4.179, -4.399, -4.320], [-5.574, -4.341, 3.100], [-0.101, 2.291, -2.791], [-6.951, -1.370, -1.504], [-1.359, -4.210, -1.101], [-5.463, -2.934, -6.303], [-5.962, -3.311, 0.021], [-6.697, -2.629, -2.725], [-3.709, 2.477, 0.595], [1.551, -3.052, 0.584]],
  "gap_ev": [6.96, 7.22],
  "charge": -1,
  "e_lumo_ev": [2.316, 1.788],
  "spin_multiplicity": 2
}

Results for energy relative to the best compared isomer or geometry (same formula, charge and spin): 8.1, 6.4, 61.1, 55.7, 8.4, 8.6 (in kcal/mol, following the order of the records).
Results for E: -272.935805, -310.993321, -307.131986, -310.970455, -287.573772, -5725.256586 (in a.u., following the order of the records).
Results for molar mass: 88.15, 100.16, 100.16, 100.16, 93.13, 899.45 (in g/mol, following the order of the records).